{
  "formula": "C4H10OS",
  "method": "wB97M-V/def2-TZVPD",
  "species": ["C", "C", "C", "C", "H", "H", "H", "H", "H", "H", "H", "H", "H", "H", "O", "S"],
  "xyz": [[0.643, -1.324, -0.569], [0.226, -0.131, 0.172], [1.213, 1.085, 0.139], [-1.016, 0.484, -0.481], [0.872, -0.854, -1.613], [1.482, -1.943, -0.138], [-0.305, -1.910, -0.789], [2.130, 0.670, 0.647], [0.801, 1.936, 0.763], [1.313, 1.500, -0.906], [-0.684, -0.879, 1.594], [-0.796, 1.647, -0.453], [-1.144, 0.165, -1.632], [-2.328, 0.072, 1.560], [0.212, -0.464, 1.543], [-2.618, -0.053, 0.164]],
  "forces_ev_per_a": [[0.00, -0.65, -3.47], [1.64, 2.46, 0.35], [0.45, -0.40, 0.37], [-0.70, 1.60, -1.83], [0.26, -1.44, 1.45], [-1.01, 0.84, -0.53], [1.28, 0.07, 0.54], [-0.39, 0.98, -0.94], [0.44, -1.17, -0.50], [0.47, -0.69, 1.06], [0.98, -0.05, 0.78], [-1.46, -2.29, -0.16], [0.68, 0.77, 2.54], [-0.47, 0.07, -1.80], [-2.65, -0.26, 0.26], [0.46, 0.17, 1.89]],
  "total_charge": 0,
  "relative_energy_kj_mol": 125.60,
  "molar_mass_da": 106.19,
  "homo_energy_ev": -9.42,
  "gap_ev": 10.137
}